Density functional theory data (ωB97M-V/def2-TZVPD) for a molecular structure, C19H52O13V at a distorted geometry.

Last column: Löwdin charge in e.
Positions of all 85 atoms, in Å:
H  -1.294  5.646  -1.693  0.08
H  0.685  -3.201  3.884  0.08
C  -1.483  -4.237  5.012  -0.07
O  3.550  -5.379  0.552  -0.06
H  1.896  -4.951  1.733  0.12
H  -2.166  -1.486  3.503  0.04
O  -2.684  1.617  1.909  -0.17
H  -0.767  -3.895  5.761  0.07
O  -1.835  -1.986  4.292  -0.07
O  2.774  1.579  -4.089  -0.06
O  1.949  2.666  2.228  -0.08
H  -0.986  4.122  -0.873  0.06
H  -1.955  1.946  -2.081  0.05
H  0.863  1.263  2.520  0.03
H  1.989  2.040  -0.861  0.07
C  1.383  -6.355  0.229  -0.06
H  0.318  -6.196  0.426  0.08
H  1.636  4.328  0.315  0.07
H  1.453  -6.474  -0.856  0.08
H  -1.623  -0.517  -3.773  0.09
H  -0.010  3.195  1.871  0.11
V  -1.209  0.251  0.841  0.93
C  0.438  -1.795  -2.960  -0.05
H  3.874  1.625  -2.345  0.13
O  -2.801  -0.541  2.204  -0.20
H  0.048  -4.176  2.586  0.06
C  -1.702  3.922  -2.911  -0.49
O  -2.774  -0.017  -0.721  -0.06
H  -3.474  2.743  -2.614  0.09
C  -3.333  0.639  2.500  -0.88
C  -1.656  4.620  -1.573  -0.05
H  2.388  -3.052  0.089  0.09
C  0.893  3.680  2.233  -0.45
H  0.676  -0.943  -3.603  0.07
H  2.383  4.119  -3.357  0.08
H  -2.540  4.331  -4.640  0.08
O  0.158  0.602  2.610  -0.04
O  -1.877  -1.108  -3.057  -0.07
H  -1.124  -2.763  -4.108  0.13
C  -2.418  2.583  -2.830  -0.05
H  -2.537  -0.412  -1.583  0.03
H  -2.334  2.083  -3.806  0.07
H  -0.755  -4.073  -2.024  0.08
H  4.105  3.799  -3.532  0.07
H  1.783  -4.103  -1.194  0.07
C  1.252  4.775  1.237  -0.05
H  -1.237  -5.230  4.630  0.07
O  -4.388  0.767  3.138  -0.03
H  0.562  -1.458  -1.926  0.07
O  -2.371  4.811  -3.824  -0.06
C  -1.494  -3.278  3.836  -0.51
C  1.808  1.795  -1.914  -0.06
C  0.707  4.218  3.644  -0.04
C  -1.002  -2.256  -3.142  -0.45
C  2.998  2.127  -2.769  -0.48
H  -2.461  -3.525  -2.152  0.08
H  0.722  -3.579  0.127  0.06
H  1.985  5.484  1.637  0.08
H  1.683  4.464  4.068  0.08
H  0.193  3.483  4.259  0.08
C  1.737  -3.900  -0.122  -0.06
H  2.785  3.127  2.120  0.09
H  -3.729  0.034  -0.653  0.10
C  -1.423  -3.210  -2.053  -0.05
H  3.424  4.088  -1.926  0.07
H  0.878  2.294  -2.185  0.07
C  2.128  -5.120  0.677  -0.49
H  -0.028  -2.381  2.511  0.05
H  1.759  -7.248  0.720  0.07
H  -0.667  3.782  -3.255  0.12
O  -0.493  -1.081  0.412  -0.36
C  3.233  3.618  -2.894  -0.06
H  -2.242  -3.568  3.085  0.14
C  -0.132  -3.254  3.151  -0.06
H  -2.449  -4.266  5.521  0.07
H  0.119  5.136  3.605  0.08
H  -2.654  4.672  -1.132  0.09
H  0.370  5.341  0.930  0.08
H  -1.320  -2.732  -1.072  0.06
H  3.611  1.267  -4.440  0.08
H  1.620  0.719  -1.881  0.07
H  -0.029  0.495  3.547  0.09
H  1.158  -2.594  -3.137  0.08
H  4.006  -5.044  1.326  0.08
O  -0.528  1.491  0.083  -0.36

Forces on atoms 1 to 6 (eV/Å):
-0.034 -0.067 -0.095
-0.202 0.076 0.117
-0.410 0.094 -0.142
-0.245 -0.135 -0.132
0.093 0.053 -0.010
-0.244 0.194 0.232

Properties
**Total charge**: -1
**Strongest force on any atom**: 3.81 eV/Å
**E_HOMO**: -4.50 eV
**Gap between HOMO and LUMO**: 6.7 eV

Density functional theory data (ωB97M-V/def2-TZVPD) for a single C4H7ClF2N2S2 molecule at a distorted geometry.

Last column: natural (NBO) charge in e.
Positions of all 18 atoms, in Å:
F  0.562  1.278  -0.943  -0.23
H  0.199  -1.091  -1.583  0.21
S  -1.422  -1.717  0.074  0.35
C  1.945  2.001  0.811  -0.67
H  -1.589  -4.319  0.957  0.15
H  1.759  1.094  1.383  0.24
H  -2.539  0.597  0.445  0.09
H  2.824  1.860  0.179  0.24
S  -1.962  1.532  -0.343  0.23
C  -0.805  -4.191  0.203  -0.08
H  2.112  2.838  1.492  0.24
F  0.993  3.401  -0.815  -0.32
C  0.770  2.293  -0.082  0.66
N  -0.788  0.642  -1.167  -0.49
N  -0.513  -3.096  -0.371  -0.53
C  -0.582  -0.595  -1.007  -0.25
H  -0.228  -5.069  -0.078  0.18
Cl  -0.735  2.542  0.844  -0.01

Forces on atoms 1 to 6 (eV/Å):
13.043 6.626 2.360
-0.374 -0.055 -0.272
0.283 -0.178 0.348
0.038 0.078 0.155
0.081 0.093 -0.088
-0.032 0.005 -0.008

Properties
**Strongest force on any atom**: 16.11 eV/Å
**E_HOMO**: -5.67 eV
**Gap between HOMO and LUMO**: 6.0 eV

Density functional theory data (ωB97M-V/def2-TZVPD) for a molecular structure, C8H4CoINS8Sb.

Last column: Löwdin spin population.
Positions of all 24 atoms, in Å:
S  1.681  -4.976  0.782  0.00
S  0.290  -7.433  1.689  0.10
H  -0.081  2.324  1.332  0.00
H  -0.274  3.159  3.680  0.00
C  0.130  1.224  4.526  0.00
S  -0.566  3.779  -2.992  0.35
C  0.024  1.660  2.181  0.01
I  0.715  -1.519  5.708  0.00
Co  0.383  -0.255  -0.202  2.69
C  -0.063  2.116  3.487  0.00
S  1.765  1.623  -0.707  0.22
C  -0.433  -3.350  0.790  0.13
C  0.453  -0.484  2.889  0.01
Sb  0.464  1.775  -2.673  0.36
H  0.650  -1.510  2.604  0.00
S  -1.391  -1.993  0.604  0.37
S  -0.945  -0.054  -2.137  0.24
H  0.077  1.549  5.557  0.00
N  0.268  0.382  1.895  0.04
C  0.276  -5.839  1.307  0.01
C  0.942  -3.417  0.508  0.16
S  1.897  -2.154  -0.065  0.30
C  0.400  -0.100  4.217  0.00
S  -1.136  -4.846  1.379  -0.01

Forces on atoms 1 to 6 (eV/Å):
-0.055 0.012 -0.027
0.007 0.034 0.035
-0.009 -0.006 -0.005
0.002 -0.001 0.001
0.013 -0.024 0.040
0.010 -0.018 0.015

Properties
**2S+1**: 6
**<S²>**: 8.792
**Total charge**: -1
**Strongest force on any atom**: 0.11 eV/Å
**E_HOMO (spin up / spin down)**: -4.45 / -5.19 eV
**Gap between HOMO and LUMO (spin up / spin down)**: 6.2 / 5.6 eV

Density functional theory data (ωB97M-V/def2-TZVPD) for a gas-phase ion, C11H24N3 (charge +1) at a distorted geometry.

Last column: natural (NBO) charge in e.
Positions of all 38 atoms, in Å:
H  -0.566  -3.004  1.446  0.24
H  0.550  5.287  -0.134  0.22
H  1.220  -1.701  0.671  0.27
N  -1.413  -1.383  -1.602  -0.47
H  -3.216  -3.368  -0.153  0.20
H  1.413  5.547  1.430  0.22
C  1.387  3.556  0.672  0.04
H  1.654  0.924  1.647  0.24
C  -0.542  -2.260  -0.528  0.22
C  -0.005  -3.373  -1.408  -0.69
H  3.240  4.330  -0.072  0.23
H  -2.233  -1.957  -1.825  0.44
H  -2.066  -4.580  -0.219  0.21
H  -0.344  2.554  0.983  0.20
C  0.031  0.099  0.285  -0.07
C  2.864  3.711  0.745  -0.66
C  0.727  4.899  0.902  -0.64
H  -1.788  -1.769  1.123  0.24
C  -1.337  -2.678  0.721  -0.45
H  -0.319  1.063  -1.462  0.35
C  -2.418  -3.800  0.484  -0.62
H  -0.557  -3.641  -2.328  0.24
H  -0.231  4.865  1.399  0.22
C  0.747  2.424  0.755  -0.23
H  -0.618  -1.162  -2.362  0.43
H  3.521  2.804  0.735  0.21
H  3.018  4.104  1.741  0.23
H  -0.491  0.053  1.272  0.22
N  -1.936  -0.100  -0.960  -0.26
H  -2.651  -4.397  1.370  0.26
N  -0.881  0.717  -0.679  -0.43
H  2.049  0.964  0.005  0.21
C  0.551  -1.282  -0.090  -0.44
H  0.932  -3.178  -1.860  0.24
H  1.151  -1.200  -1.105  0.18
C  1.284  1.007  0.685  -0.43
H  -0.082  -4.320  -0.779  0.26
H  -2.643  0.244  -1.506  0.38

Forces on atoms 1 to 6 (eV/Å):
-0.414 0.050 -0.374
0.114 0.286 0.885
-0.261 0.042 -0.231
1.639 0.878 0.881
-0.372 -0.251 1.234
-0.072 0.309 0.034

Properties
**Total charge**: +1
**Strongest force on any atom**: 4.75 eV/Å
**E_HOMO**: -11.56 eV
**Gap between HOMO and LUMO**: 8.5 eV

E readings, ordered: -2677.41051 -1721.93927 -5468.39667 -597.41391 a.u.